Computed, not measured: 3 unconnected molecules or ions with the total composition C17H44BClN2O9P3 at a distorted geometry, with ωB97M-V/def2-TZVPD.

Summary:
**Multiplicity**: 1
**Total charge**: -1
**LUMO energy**: 2.050 eV

Geometry as XYZ:
```
77
Properties=species:S:1:pos:R:3:forces:R:3
C -3.3949 4.4793 -6.4492 -0.36 0.19 -0.50
C -4.5088 3.8301 -6.0512 0.35 -0.31 -0.02
C -4.5870 2.6100 -5.1772 -0.28 -0.50 -1.05
B -4.0808 2.7648 -3.5953 -0.12 -0.11 -1.24
C -4.9776 1.8451 -2.5721 0.34 0.35 0.04
C -6.4403 2.1982 -2.5264 -0.30 -0.61 0.45
O -7.1036 1.2978 -1.5953 -0.03 0.13 0.04
P -3.8941 4.5858 -2.8542 0.05 -0.55 1.30
P -5.6105 5.8007 -3.3025 0.82 0.89 -0.99
O -5.2494 7.0387 -4.0476 -0.22 0.00 0.10
O -6.7611 5.0080 -4.1187 -0.14 -0.04 0.33
O -6.3311 6.2120 -1.9154 -0.07 -0.29 0.00
P -2.2730 1.9817 -3.3553 0.23 0.23 1.20
O -2.2946 0.6284 -4.3358 0.05 0.02 -0.19
Cl -0.8860 3.2263 -4.3559 -0.14 -0.16 -0.38
H -3.3662 5.5645 -6.3641 -0.47 0.13 -1.33
H -2.5359 4.0051 -6.9095 0.65 -0.30 1.47
H -5.4633 4.2078 -6.4217 -0.15 0.96 1.30
H -4.0391 1.7913 -5.6717 0.13 -0.06 0.26
H -5.6355 2.2909 -5.1757 0.02 -0.08 0.00
H -4.5699 1.9661 -1.5625 -0.05 -0.13 0.04
H -4.8862 0.7755 -2.8107 -0.10 -0.01 -0.05
H -6.6043 3.2158 -2.1636 0.13 0.11 -0.20
H -6.9273 2.0597 -3.4931 0.09 0.29 -0.11
H -7.9278 1.7195 -1.3317 0.05 -0.09 -0.04
H -2.9435 5.2803 -3.6147 -0.38 0.16 -0.40
H -6.8307 5.4849 -4.9574 0.01 -0.14 -0.04
H -6.5659 7.1438 -2.0385 -0.03 -0.07 0.11
H -3.1347 0.1708 -4.1943 0.00 0.13 -0.15
C 0.7506 -4.3807 -0.8947 -0.07 0.00 0.05
O 0.7808 -3.6883 0.3342 0.07 -0.08 -0.13
C 1.9238 -2.8633 0.5271 0.08 0.07 0.32
C 1.5724 -1.3933 0.4440 -0.18 -0.02 -0.19
N 1.2350 -0.9994 -0.9143 -0.05 -0.06 0.07
C 0.6452 0.3347 -1.0402 0.10 -0.05 -0.18
C -0.6725 0.6190 -0.3321 0.01 0.29 0.06
O -1.7808 -0.0654 -0.8706 -0.09 -0.26 0.10
C -1.9732 -1.3889 -0.4315 -0.10 0.06 -0.06
H -0.0444 -5.1224 -0.8295 -0.01 0.01 0.02
H 0.5341 -3.7196 -1.7404 0.07 -0.02 -0.03
H 1.6972 -4.8981 -1.0841 0.00 0.01 -0.03
H 2.7190 -3.1173 -0.1827 -0.08 0.01 -0.10
H 2.2968 -3.0673 1.5350 0.01 -0.01 -0.01
H 2.4341 -0.8057 0.7775 -0.02 0.02 0.03
H 0.7495 -1.2147 1.1500 0.09 0.00 0.10
H 0.5860 -1.6725 -1.2998 -0.01 0.02 -0.01
H 0.4811 0.5159 -2.1045 -0.01 0.06 0.01
H 1.3853 1.0694 -0.7042 -0.01 -0.01 0.04
H -0.8873 1.6788 -0.4849 -0.03 -0.02 -0.05
H -0.6165 0.4627 0.7548 0.03 -0.14 -0.03
H -1.6664 -1.5267 0.6111 0.05 -0.03 -0.01
H -1.4444 -2.1123 -1.0628 0.06 -0.04 0.09
H -3.0397 -1.6055 -0.5102 0.00 0.02 0.01
C 4.9617 -1.7126 2.3805 -0.06 0.03 -0.01
O 4.1632 -2.4194 3.3074 0.12 0.06 -0.02
C 4.5510 -3.7680 3.5261 -0.19 -0.17 0.02
C 5.1556 -3.9568 4.9007 0.10 0.15 0.01
N 6.4585 -3.3140 5.0040 -0.12 0.08 0.05
C 6.9923 -3.2274 6.3590 0.13 0.02 -0.15
C 6.2073 -2.4414 7.4043 0.06 -0.09 0.20
O 6.1732 -1.0449 7.1889 -0.02 -0.02 -0.07
C 5.1941 -0.5904 6.2733 0.05 0.12 0.07
H 4.4427 -0.7862 2.1413 -0.02 0.00 0.03
H 5.9462 -1.4578 2.7891 0.04 -0.06 -0.06
H 5.0966 -2.2836 1.4567 0.03 0.01 -0.01
H 5.2356 -4.1115 2.7441 0.07 0.06 0.03
H 3.6436 -4.3759 3.4640 0.00 0.00 -0.03
H 5.2732 -5.0280 5.0925 0.00 0.00 0.02
H 4.4342 -3.5613 5.6286 -0.06 -0.10 -0.01
H 6.3931 -2.3796 4.6225 0.01 -0.01 -0.02
H 7.9821 -2.7699 6.2841 0.02 -0.03 0.04
H 7.1421 -4.2457 6.7343 -0.05 0.00 0.02
H 6.7231 -2.5767 8.3587 0.00 0.02 0.00
H 5.1912 -2.8313 7.5438 -0.03 0.03 -0.11
H 4.2894 -1.2033 6.3092 0.01 -0.03 -0.04
H 5.5736 -0.5664 5.2480 -0.07 -0.06 -0.03
H 4.9340 0.4301 6.5531 0.01 -0.01 0.02
```
Forces are in eV/Å.


Computed, not measured: 3 unconnected molecules or ions with the total composition C17H44BN4O6P at a distorted geometry, with ωB97M-V/def2-TZVPD.

Summary:
**Multiplicity**: 1
**Structure (SMILES)**: [H]/N=C/CB(OCCC)P(N)O.COCCNCCOC.COCCNCCOC
**Total charge**: 0
**LUMO energy**: 0.148 eV

Geometry as XYZ:
```
73
Properties=species:S:1:pos:R:3:forces:R:3
C -4.7931 1.6546 2.1714 -0.34 1.15 -1.14
C -5.7902 0.6419 1.3449 -0.80 -0.17 1.06
C -5.0164 -0.5421 0.5000 -1.64 -1.25 1.63
O -3.5965 -0.3050 0.2476 -1.25 2.13 -3.32
B -3.3253 0.5281 -0.9297 1.55 0.03 3.02
C -1.7702 1.1446 -1.0429 1.12 -0.35 -0.25
C -0.7189 0.1341 -1.7917 2.02 -3.64 1.47
N -0.2631 -1.0596 -1.2168 -1.62 4.97 -3.01
P -4.5053 0.9841 -2.3604 -0.74 0.93 -1.74
N -5.9794 1.8309 -1.8116 0.21 -0.15 -1.10
O -3.6881 2.1856 -3.3827 -1.02 0.18 3.24
H -4.6635 2.6275 1.4897 -0.13 -1.98 1.42
H -5.2837 2.0665 3.1775 1.13 -1.22 -2.19
H -3.7130 1.2437 2.3554 -2.62 0.61 -0.31
H -6.5922 1.2244 0.6807 2.14 -1.18 1.31
H -6.4477 0.0932 2.1768 1.42 0.95 -1.88
H -5.0662 -1.5115 1.2001 0.33 2.11 -1.63
H -5.6594 -0.8231 -0.4443 1.54 0.70 1.46
H -1.4318 1.3347 0.0812 -0.48 -0.50 -2.41
H -1.7439 2.1682 -1.6441 -0.07 -2.21 1.33
H -0.2420 0.3707 -2.8603 -1.51 0.00 2.30
H 0.3968 -1.4913 -1.9232 -0.87 0.66 0.82
H -6.8005 1.3580 -2.2518 1.03 0.65 0.38
H -5.9862 2.8172 -2.1530 0.04 -1.06 0.51
H -3.6076 3.0055 -2.7899 0.10 -1.50 -1.40
C 4.9615 -0.3023 -5.1112 0.32 -0.30 0.04
O 5.3834 -1.1031 -4.0140 -0.47 0.44 -0.02
C 4.4824 -1.0622 -2.9001 0.13 -0.66 0.24
C 3.7425 -2.4026 -2.7459 -0.01 0.54 -0.48
N 2.7803 -2.6131 -3.8335 0.25 0.03 0.08
C 2.2696 -3.9821 -3.9236 0.17 -0.07 -0.31
C 3.2899 -5.1164 -4.1753 -0.50 0.02 -0.22
O 3.8854 -5.0863 -5.4719 0.16 0.11 0.51
C 4.9780 -4.1834 -5.6005 -0.22 -0.30 -0.35
H 5.7935 -0.2306 -5.8171 -0.05 -0.05 0.17
H 4.1206 -0.7681 -5.6313 -0.14 0.17 -0.06
H 4.6902 0.7061 -4.7893 -0.07 -0.01 -0.01
H 3.7830 -0.2188 -2.9611 0.04 -0.15 -0.19
H 5.1009 -0.9101 -2.0093 -0.07 -0.01 -0.04
H 3.2123 -2.4160 -1.7873 0.01 0.01 -0.06
H 4.4989 -3.1913 -2.7288 0.16 0.00 0.18
H 3.2258 -2.3817 -4.7194 -0.14 -0.04 0.31
H 1.5510 -3.9915 -4.7526 0.10 -0.11 0.13
H 1.7013 -4.2093 -3.0139 0.12 -0.01 0.00
H 2.7365 -6.0597 -4.1286 0.02 0.07 -0.07
H 4.0536 -5.1803 -3.3938 0.12 0.17 -0.05
H 5.5603 -4.0992 -4.6809 -0.08 0.09 0.05
H 4.6143 -3.2073 -5.9205 0.18 0.21 0.12
H 5.6353 -4.5555 -6.3904 -0.10 -0.09 0.08
C 1.8145 4.0203 4.6295 -0.10 -0.15 -0.41
O 1.8882 2.7481 3.9978 0.17 0.17 0.59
C 2.1816 1.6783 4.9055 -0.35 -0.52 -0.34
C 0.9504 0.7770 5.1044 0.15 0.69 0.17
N -0.1006 1.4634 5.8641 0.10 -0.01 -0.28
C -1.4008 0.7917 5.8274 -0.13 0.28 -0.20
C -2.0749 0.6019 4.4487 -0.19 0.06 0.50
O -2.5102 1.8179 3.8415 0.92 -0.21 0.30
C -1.4902 2.5347 3.1549 -0.42 0.12 0.13
H 1.7948 4.7851 3.8482 0.03 -0.18 0.03
H 0.8937 4.1124 5.2112 0.06 0.11 0.20
H 2.6814 4.1995 5.2702 -0.04 0.00 0.06
H 2.5761 2.0412 5.8630 -0.21 0.10 -0.11
H 2.9684 1.0809 4.4331 -0.05 0.02 0.05
H 1.2485 -0.1310 5.6401 -0.03 0.06 -0.01
H 0.5959 0.4871 4.1120 0.16 -0.14 -0.14
H -0.2185 2.4036 5.4913 0.08 -0.31 0.12
H -2.0778 1.3914 6.4485 0.01 -0.15 -0.12
H -1.3094 -0.1851 6.3169 0.04 0.02 -0.13
H -2.9841 0.0158 4.6159 -0.02 0.08 -0.02
H -1.4646 0.0136 3.7563 0.13 0.15 -0.06
H -0.7546 1.8738 2.6925 0.08 -0.03 0.11
H -1.0085 3.2350 3.8369 0.27 0.03 -0.11
H -1.9625 3.1273 2.3675 -0.11 -0.11 0.03
```
Forces are in eV/Å.


Computed, not measured: a molecular structure, C17H44BaF3N2O23P4 at a distorted geometry, with ωB97M-V/def2-TZVPD.

Summary:
**Multiplicity**: 1
**Relative energy (zero: lowest compared OMol25 entry of this formula, charge and spin)**: 12.2335 eV
**Total charge**: +1
**LUMO energy**: -6.638 eV

Geometry as XYZ:
```
94
Properties=species:S:1:pos:R:3:forces:R:3
Ba 4.8578 -10.2744 12.7556 -0.34 0.91 0.27
N 4.2589 -4.7642 13.5424 0.03 0.53 -1.15
O 3.7572 -5.3691 12.5954 -1.45 0.83 -3.02
O 4.4642 -3.5728 13.6838 -0.70 1.49 -1.27
O 4.6256 -5.4918 14.4023 2.26 -3.68 5.29
C 7.9985 -0.6936 17.7832 -1.91 0.72 1.71
N 9.2492 -0.4004 17.1640 2.67 -0.87 -3.26
O 10.2626 -0.3118 17.8758 -1.90 0.18 -1.38
O 9.2472 -0.4435 15.8862 0.31 0.54 3.59
H 7.1363 -0.4034 17.1827 0.44 -0.52 -0.47
H 7.9002 -0.0744 18.6749 0.36 -0.10 0.16
H 7.9900 -1.7302 18.1199 0.01 0.04 -0.37
C -4.4112 -8.8030 15.7944 -0.57 -0.22 -0.16
O -3.1247 -8.7974 15.1431 0.92 -0.79 0.39
P -1.7550 -8.4469 15.9694 -0.16 0.77 -0.93
O -0.4518 -8.8264 15.3615 -1.68 0.31 -0.21
O -2.0404 -6.8979 16.2364 0.82 -0.39 -0.41
C -1.9501 -5.9037 15.1689 -0.50 0.21 -0.06
O -1.9060 -9.0754 17.4168 0.00 0.04 -0.93
C -1.9950 -10.4983 17.4831 -1.91 -1.06 1.40
H -4.8591 -9.7948 15.8559 0.81 -0.52 0.32
H -5.1795 -8.3596 15.1611 0.54 0.88 -0.12
H -4.3901 -8.3520 16.7865 0.05 0.11 -0.17
H -2.9522 -5.5148 14.9885 0.00 0.41 0.77
H -1.7219 -6.1946 14.1435 0.69 -1.10 0.33
H -1.2202 -5.1559 15.4788 -0.34 -0.01 0.03
H -1.5364 -11.2302 16.8182 1.54 1.04 -0.15
H -3.0112 -10.8444 17.2947 -0.67 0.65 0.11
H -1.8710 -10.6955 18.5480 0.58 -0.41 -0.28
C 2.8339 3.3933 13.0696 0.56 0.52 1.08
O 1.4214 3.3452 13.1563 -2.27 -1.07 -1.84
P 0.5141 3.6393 11.8319 0.84 0.15 0.16
O -0.9427 3.5750 11.9799 0.65 -0.37 0.45
O 1.0543 5.0666 11.3912 -0.60 0.76 -0.03
C 0.1871 6.2223 11.4858 0.05 1.25 -0.17
O 1.1810 2.6980 10.7107 -0.36 0.48 1.19
C 1.1736 1.2806 11.0036 0.46 -0.01 -0.89
H 2.9261 4.2325 13.7592 1.66 -0.03 -0.24
H 3.3342 3.5093 12.1082 -0.75 0.64 -0.32
H 3.3037 2.4817 13.4390 -0.43 -0.09 0.54
H -0.6310 6.1933 12.2056 -0.04 -0.92 -0.23
H -0.1658 6.5607 10.5116 -0.30 -0.82 -0.19
H 0.7096 7.1273 11.7960 0.98 -0.47 0.29
H 2.2039 0.9363 10.9148 -0.01 -0.02 -0.11
H 0.5776 0.8557 10.1959 -0.05 -0.38 0.40
H 0.8380 0.9872 11.9982 -0.37 0.38 -0.08
C 1.4284 -12.4563 5.7586 -0.19 -1.05 0.28
O 0.7991 -11.1990 6.0440 0.50 1.41 0.57
P 1.6571 -9.9385 6.5431 2.34 -0.07 -2.88
O 2.4483 -10.0653 7.7772 -0.55 -0.22 0.48
O 0.7926 -8.6071 6.4404 0.10 -1.52 -0.12
C 0.2882 -7.9836 7.6084 -0.41 0.87 1.23
O 2.6747 -9.8212 5.2182 -0.97 0.09 0.57
C 3.7063 -8.8146 5.2410 0.11 0.27 2.11
H 1.7236 -12.5929 4.7183 -0.24 0.56 -0.04
H 0.6829 -13.2077 6.0188 -0.06 0.05 -0.22
H 2.2970 -12.7087 6.3668 0.09 0.63 0.23
H 0.1894 -8.6032 8.4997 0.01 -0.65 -0.38
H -0.6966 -7.5653 7.4008 0.17 -0.05 -0.24
H 0.9544 -7.1921 7.9516 0.08 0.17 -0.46
H 4.6973 -9.0526 4.8545 -0.61 -0.81 -0.94
H 3.9579 -8.7349 6.2986 0.03 0.59 0.26
H 3.3935 -7.8291 4.8959 -0.30 -0.29 -0.28
C 4.6576 -8.5232 19.9570 -0.68 -1.29 -0.80
O 4.1099 -9.8981 20.0322 0.34 -2.88 0.04
P 4.7862 -11.2893 19.4933 0.79 0.59 1.31
O 5.2316 -11.2478 18.0934 -0.16 -0.11 -0.50
O 6.0884 -11.4233 20.4967 -3.75 1.32 -0.14
C 7.1071 -12.2967 20.2136 1.65 -0.55 -0.82
O 3.7955 -12.5958 19.7808 0.54 3.09 0.27
C 4.1230 -13.9158 19.3815 1.00 -0.62 -0.06
H 5.6858 -8.5452 19.5960 -0.07 0.11 0.25
H 4.5203 -8.0609 20.9346 0.21 -0.21 -0.15
H 3.9901 -8.0859 19.2145 0.35 0.47 0.14
H 7.4403 -12.7623 21.1412 0.00 -0.14 -0.18
H 7.9055 -11.6954 19.7787 0.43 -0.21 0.14
H 6.8547 -13.0226 19.4407 -0.07 -0.27 0.24
H 3.3043 -14.4087 18.8573 -0.19 0.40 0.14
H 4.3957 -14.5036 20.2580 -0.29 0.07 0.17
H 5.0075 -13.9618 18.7461 -0.11 0.26 -0.28
C 11.6626 -6.4982 18.6493 0.37 0.06 -0.13
C 11.4815 -6.4717 17.1412 -1.70 -2.11 0.87
O 12.4162 -5.6292 16.5212 0.47 0.97 -0.76
C 13.6114 -6.1052 16.1670 -0.45 -3.16 2.62
O 13.9583 -7.2897 16.2833 -0.82 3.19 -0.79
C 14.6311 -5.0051 15.8705 -0.46 0.93 0.34
F 15.2876 -5.5126 14.8586 0.99 0.69 -1.21
F 14.1068 -3.7695 15.6104 0.33 -1.52 -0.30
F 15.4775 -4.8103 16.8899 -0.25 -0.40 -0.03
H 11.8619 -5.4575 18.9048 0.67 -0.24 0.55
H 12.4135 -7.2598 18.8596 0.54 0.71 0.46
H 10.8101 -6.7817 19.2665 -0.44 -0.08 -0.61
H 10.4392 -6.2051 16.9662 0.35 0.93 -0.72
H 11.5424 -7.4947 16.7697 0.39 0.06 -0.29
```
Forces are in eV/Å.


In the order shown, the computed electronic energy values come out to -80816.280 -46547.363 -114405.354 eV.